{"formula": "C34H41BGeN13O4SeTi", "method": "wB97M-V/def2-TZVPD", "gap_ev": [7.325, 7.360], "fmax_ev_per_a": 0.74, "spin_multiplicity": 2, "e_homo_ha": [-0.2786, -0.2798], "elements": ["Se", "Ge", "Ti", "O", "O", "O", "O", "N", "N", "N", "N", "N", "N", "N", "N", "N", "N", "N", "N", "N", "C", "C", "C", "C", "C", "C", "C", "C", "C", "C", "C", "C", "C", "C", "C", "C", "C", "C", "C", "C", "C", "C", "C", "C", "C", "C", "C", "C", "C", "C", "C", "C", "C", "C", "B", "H", "H", "H", "H", "H", "H", "H", "H", "H", "H", "H", "H", "H", "H", "H", "H", "H", "H", "H", "H", "H", "H", "H", "H", "H", "H", "H", "H", "H", "H", "H", "H", "H", "H", "H", "H", "H", "H", "H", "H", "H"], "xyz": [[0.60377, 2.42771, -1.55947], [1.73818, 5.49169, -1.87141], [0.47394, -0.81836, 0.74228], [0.50493, -2.70492, 1.45204], [0.50621, -0.98951, -1.15710], [-0.62668, -2.22395, -2.64651], [-3.34902, -4.43722, -4.56614], [2.34502, 3.01785, 3.06784], [0.36888, 1.96049, 2.03334], [1.95058, 0.50305, 3.31771], [-4.19721, -5.69958, 1.62429], [1.25489, -3.06287, -1.74050], [-4.72931, -6.07497, 0.56907], [-0.41875, 0.99683, 1.50372], [-1.63836, -1.64157, 0.46608], [2.69013, 1.40143, 1.13497], [1.33960, -0.62565, 2.88435], [2.25344, -2.99898, -0.76895], [2.34375, 0.30278, 0.41956], [2.63701, 4.08235, 2.27783], [-0.68905, -4.62203, 2.24339], [-4.91554, -4.97871, -2.92683], [-4.23713, -5.70922, -0.73286], [-0.37403, 3.03121, 2.35066], [-0.81770, 2.61099, -2.86804], [3.23819, 0.18076, -0.55392], [-3.03086, -4.85558, 1.62863], [1.36747, 7.32334, -1.28254], [4.19691, 1.18802, -0.46472], [2.26374, 3.40444, 4.36534], [2.76958, 5.11341, 3.09245], [-2.63666, -1.14055, -0.22287], [-3.01183, -3.56292, 1.03255], [-2.90848, -5.67117, -1.13721], [-3.57741, -4.88346, -3.31176], [-1.79848, -2.86175, 1.04501], [-4.09684, -2.93882, 0.37770], [0.57959, 4.25901, -0.87951], [3.57794, 5.00658, -1.43444], [1.45021, 5.34004, -3.79868], [2.41809, -1.06751, 4.79837], [-1.99297, -4.26602, -4.96681], [3.80825, 1.94146, 0.62367], [1.60523, -1.56970, 3.78066], [-1.65901, 1.48177, 1.49762], [-1.91485, -5.32329, 2.26485], [-0.60110, -3.40914, 1.60036], [2.54156, 4.74645, 4.43068], [-1.68745, 2.77089, 2.01881], [2.62789, 0.24894, 4.45019], [-5.23636, -5.40981, -1.65686], [0.30459, -2.07001, -1.87310], [-2.57645, -5.26138, -2.41961], [-3.89863, -1.75508, -0.27617], [1.87039, 1.73858, 2.39381], [3.24157, 0.99772, 4.91893], [2.01668, 8.03355, -1.79571], [4.29037, 5.69218, -1.89369], [1.53582, 7.41956, -0.20926], [-4.69557, -1.28240, -0.83245], [2.80739, -1.58804, 5.65490], [0.97111, 4.19239, 0.13740], [3.02286, 6.08197, 2.68999], [0.07469, 3.90878, 2.78496], [5.04215, 1.35726, -1.10768], [2.20299, 5.91668, -4.33730], [-2.53756, 3.41737, 2.14309], [3.13224, -3.31337, -1.15421], [-2.03356, -3.83805, -5.96430], [-2.11645, -5.94733, -0.45603], [0.19467, -5.05490, 2.69402], [-2.47649, 0.88829, 1.13240], [-1.46249, -3.59138, -4.29266], [-1.53661, -5.20284, -2.70369], [0.97654, -3.95566, -2.11732], [1.22553, -2.56459, 3.63456], [-1.96553, -6.29275, 2.74509], [0.33165, 7.59351, -1.49168], [-0.45836, 4.58796, -0.81331], [-1.73951, 2.91448, -2.37432], [-1.48130, -5.23140, -5.01319], [3.78417, 3.99526, -1.78754], [-0.55256, 3.33011, -3.63921], [1.99912, -3.51241, 0.06748], [-0.95393, 1.62860, -3.31716], [1.53605, 4.29649, -4.10354], [0.46594, 5.71331, -4.08395], [3.13352, -0.62158, -1.26244], [1.96191, 2.72591, 5.14391], [4.23465, 2.82900, 1.05372], [-2.44514, -0.21819, -0.75906], [-6.26949, -5.50073, -1.34554], [3.71260, 5.02368, -0.35157], [-5.68139, -4.71558, -3.64389], [2.56999, 5.36500, 5.30867], [-5.06808, -3.41419, 0.36980]], "mulliken_charge": [0.11, 0.62, 0.01, -0.65, 0.21, -0.65, -0.46, 0.20, 0.39, -0.32, -0.64, 0.02, -0.37, 0.77, 0.59, 0.02, 0.42, -0.36, 0.96, -0.62, -0.99, -0.77, -0.51, -0.21, -1.14, -0.43, -0.17, -1.23, -1.45, -0.33, -0.24, -0.56, 0.41, -0.23, 0.81, 0.78, -1.01, -0.07, -1.05, -1.31, -1.44, -0.43, -0.24, -0.15, -0.73, -0.73, 1.28, -1.18, -1.47, -0.24, 0.04, -0.28, -0.16, -1.43, 0.93, 0.72, 0.38, 0.47, 0.34, 0.46, 0.46, -0.73, 0.42, 0.32, 0.46, 0.40, 0.47, 0.27, 0.27, 0.51, 0.53, 0.61, 0.04, 0.27, 0.21, 0.37, 0.41, 0.37, 0.59, 0.33, 0.33, 0.26, 0.31, 0.09, 0.29, 0.37, 0.35, 0.29, 0.64, 0.64, 1.04, 0.45, 0.23, 0.43, 0.46, 0.59]}



{"formula": "C32H82BIN9O11P4", "method": "wB97M-V/def2-TZVPD", "gap_ev": 6.144, "fmax_ev_per_a": 5.69, "charge": 1, "e_homo_ha": -0.3485, "elements": ["I", "P", "P", "P", "P", "O", "O", "O", "O", "O", "O", "O", "O", "O", "O", "O", "N", "N", "N", "N", "N", "N", "N", "N", "N", "C", "C", "C", "C", "C", "C", "C", "C", "C", "C", "C", "C", "C", "C", "C", "C", "C", "C", "C", "C", "C", "C", "C", "C", "C", "C", "C", "C", "C", "C", "C", "C", "B", "H", "H", "H", "H", "H", "H", "H", "H", "H", "H", "H", "H", "H", "H", "H", "H", "H", "H", "H", "H", "H", "H", "H", "H", "H", "H", "H", "H", "H", "H", "H", "H", "H", "H", "H", "H", "H", "H", "H", "H", "H", "H", "H", "H", "H", "H", "H", "H", "H", "H", "H", "H", "H", "H", "H", "H", "H", "H", "H", "H", "H", "H", "H", "H", "H", "H", "H", "H", "H", "H", "H", "H", "H", "H", "H", "H", "H", "H", "H", "H", "H", "H"], "xyz": [[1.60913, 3.15248, 4.50548], [-4.92716, 5.93243, -2.88132], [5.56279, -1.68924, -1.72164], [0.87511, -6.37851, 3.99139], [-0.01142, 3.44300, 1.64447], [0.08826, -1.16580, 2.54404], [0.79183, 6.14956, 2.27893], [-4.11522, 5.03729, -3.79014], [-0.70857, 5.95441, 0.44623], [4.57147, -1.03672, -0.77870], [-1.46365, 3.30884, -0.55913], [-2.70325, 1.03589, 2.96548], [-0.44417, 0.92689, 3.16510], [-2.09179, -2.53466, -0.34884], [0.10639, -5.63491, 5.06294], [-3.40723, 0.29727, -1.01076], [-3.67973, 7.09746, -2.52876], [4.68763, -3.16897, -1.99776], [2.19234, -7.20162, 3.18422], [-0.02397, -7.86449, 4.03724], [-6.12980, 6.50830, -3.92574], [-5.80938, 6.45779, -1.46120], [7.02858, -2.45180, -2.29193], [5.53609, -0.61635, -3.03990], [0.55600, -5.41939, 2.62553], [-5.16835, 6.98590, -0.25828], [5.59396, 0.81034, -2.78069], [-0.24770, 2.80949, -0.06081], [-1.24001, -1.09564, 4.51772], [-1.33707, -7.94242, 3.41986], [-0.51069, -0.49436, 3.35342], [3.43920, -6.42461, 3.10891], [-2.98320, 1.46330, -0.36479], [1.62946, 3.01119, 2.35438], [8.25573, -1.68143, -2.03143], [-3.77091, -0.71678, -0.08485], [-2.14355, 2.29885, -1.31855], [0.65567, -3.98076, 2.75911], [2.84108, 1.87690, 0.39854], [-1.41778, -2.04261, -1.49245], [-0.04980, -5.83048, 1.38435], [3.54064, -3.17775, -2.88655], [-2.48081, 6.45730, -2.01304], [5.21468, -0.92681, -4.41028], [-6.92882, 5.58013, -1.08286], [-6.42789, 7.88447, -4.23838], [7.30621, -3.88291, -2.15293], [4.36595, -3.85373, -0.75123], [2.25272, 1.71292, 1.83194], [2.50481, -8.61834, 3.38121], [-0.14917, -1.26065, -1.13897], [-6.79637, 5.56637, -4.81071], [-1.61356, 1.55013, 2.98203], [-0.06190, -8.43615, 5.37945], [-3.32288, 8.11614, -3.50398], [-1.44844, 3.04300, 2.70443], [-2.58607, -1.50957, 0.46085], [0.01147, 5.40583, 1.45041], [3.82653, 1.44168, 0.30761], [3.39336, -8.87435, 2.79904], [8.30136, -4.09525, -2.54988], [5.69237, -0.21416, -5.08883], [-4.44981, 6.28449, 0.18116], [4.66603, 1.31880, -3.07273], [-2.93414, -1.98081, 1.37964], [5.21849, -3.83016, -0.06554], [2.80710, 2.92585, 0.10558], [-2.33624, 3.30498, 2.12943], [-1.12993, -0.50960, 5.42515], [2.70370, -8.86665, 4.42667], [4.17147, -6.74722, 3.85374], [1.34828, -3.57496, 2.01255], [-6.30464, 8.53263, -3.36939], [-2.41167, 8.62828, -3.19019], [-2.74313, 5.66808, -1.29723], [5.76030, 1.01142, -1.72365], [0.26494, -5.17494, 0.56602], [0.55011, 3.22761, -0.68007], [0.25735, -6.83798, 1.09982], [8.89896, -1.71146, -2.91332], [-1.64039, 5.74423, 0.58961], [-1.85868, 7.18052, -1.48187], [-4.44707, -1.41248, -0.57262], [3.84354, -3.11374, -3.93100], [2.99943, -4.12229, -2.80865], [-7.88079, 5.61460, -4.66432], [-5.79797, 8.25713, -5.05382], [-0.16868, 1.72306, -0.11410], [-1.82438, -8.87719, 3.70081], [-7.47099, 7.99087, -4.54867], [-6.48963, 4.54336, -4.60024], [-1.88459, 5.99525, -2.80902], [-3.15055, 7.70073, -4.50517], [-3.82669, 2.05683, -0.00010], [-1.26104, -7.97080, 2.33316], [7.27869, -4.22025, -1.11388], [-1.40671, 1.67234, -1.81914], [-1.14424, -5.79240, 1.43725], [8.81332, -2.07257, -1.17682], [-1.09220, -2.92279, -2.04156], [-0.91447, -2.11872, 4.64579], [-6.57425, 5.76721, -5.86452], [3.08229, 1.45155, 2.48178], [-2.78360, 2.74955, -2.07069], [4.14228, -4.90526, -0.94739], [3.87863, -6.53491, 2.11456], [0.91825, -8.36048, 5.86007], [3.25519, -5.36093, 3.26577], [-0.31144, -9.49852, 5.32774], [4.13376, -0.88502, -4.59046], [3.51165, -3.39894, -0.23485], [-4.66721, 7.92567, -0.46460], [-4.08575, 8.89126, -3.56037], [1.70191, -9.24769, 3.01274], [5.58477, -1.91137, -4.69886], [-1.80615, -0.79957, 0.75805], [-1.99498, -7.11474, 3.71763], [-2.05322, -1.47709, -2.17245], [2.19262, 1.35181, -0.29871], [2.28484, 3.82283, 2.05207], [-0.31502, -3.49443, 2.63517], [6.42814, 1.26110, -3.32934], [-1.48008, 3.64444, 3.60782], [1.04454, -3.70258, 3.73866], [-2.29461, -1.11643, 4.25168], [-0.78827, -7.93149, 6.02591], [6.60816, -4.47259, -2.73728], [-2.33748, 1.16193, 0.46744], [2.83821, -2.36396, -2.65493], [-0.40010, -0.26890, -0.76908], [1.56857, 0.87231, 1.81035], [-5.93200, 7.19938, 0.49329], [0.49830, 6.03048, 3.19068], [-7.79318, 6.18808, -0.80803], [-6.67624, 4.92895, -0.24081], [8.03238, -0.63346, -1.82854], [-7.23249, 4.94282, -1.91373], [-4.27936, -0.29883, 0.78786], [0.45122, -1.20719, -2.04311], [0.40620, -1.82341, -0.39380]], "mulliken_charge": [0.11, 0.85, 0.85, 0.90, 0.20, -0.11, -0.45, -0.91, -0.30, -0.78, -0.01, -0.55, 0.22, -0.54, -0.92, -0.49, 0.19, 0.20, 0.16, 0.15, 0.23, 0.10, 0.07, 0.21, 0.32, -0.81, -1.16, 0.63, -1.41, -0.98, 0.31, -1.19, 2.03, -1.05, -1.14, -1.03, -1.48, -1.21, -1.27, -0.60, -1.19, -1.09, -0.68, -1.09, -1.15, -1.13, -0.93, -1.47, 0.29, -0.95, 0.08, -1.12, 0.50, -1.15, -1.11, -0.80, 0.86, 0.57, 0.29, 0.41, 0.42, 0.39, 0.11, 0.37, 0.46, 0.36, 0.39, 0.31, 0.38, 0.30, 0.37, 0.18, 0.31, 0.37, -0.43, 0.34, 0.32, 0.68, 0.36, 0.33, 0.23, 0.70, 0.46, 0.30, 0.38, 0.37, 0.31, -1.02, 0.35, 0.37, 0.34, 0.29, 0.32, 0.27, 0.28, 0.30, 0.21, 0.32, 0.39, 0.51, 0.37, 0.39, 0.79, 0.46, 0.40, 0.34, 0.40, 0.37, 0.34, 0.28, 0.47, 0.27, 0.31, 0.27, 0.30, -0.72, 0.28, 0.27, 0.20, 0.98, 0.46, 0.35, 0.68, 0.31, 0.30, 0.33, 0.27, -1.31, 0.31, -0.69, -0.57, 0.47, 0.33, 0.31, 0.38, 0.37, 0.40, 0.41, 0.45, 0.17]}